ORCA calculation (wB97M-V/def2-TZVPD) on 10 unconnected molecules or ions with the total composition C40H80O10.

The geometry in XYZ format:
```
130
Properties=species:S:1:pos:R:3:forces:R:3
O -26.716 0.792 -12.709 0.07 -0.14 0.93
O -27.116 -4.325 -16.753 -1.31 0.02 0.87
O -23.173 -9.094 -19.338 0.57 -2.28 0.91
O -21.334 -3.002 -22.477 -0.89 1.71 -0.82
O -29.382 -6.320 -12.621 -0.34 -1.59 0.05
O -29.742 -5.040 -21.931 1.26 -1.06 -0.89
O -27.657 -10.287 -13.177 1.22 -0.41 1.32
O -22.702 0.882 -19.572 1.36 1.22 -0.03
O -21.018 -1.430 -17.077 -0.61 0.14 -1.46
O -23.196 -4.971 -12.572 1.91 -1.61 0.65
C -25.424 -9.758 -18.652 1.93 1.29 -0.45
C -25.326 -9.049 -20.039 -0.14 -0.18 -1.01
C -23.885 -9.987 -18.441 0.04 1.44 1.84
C -21.172 -2.599 -16.296 1.37 0.23 0.40
C -29.176 -5.280 -13.521 1.67 1.30 -0.15
C -30.519 -7.006 -13.126 -1.46 -0.30 -0.59
C -25.722 1.347 -13.542 -0.60 -0.68 -1.16
C -22.409 -1.963 -22.224 0.99 -2.65 -1.67
C -30.749 -6.525 -14.605 -1.62 -1.18 0.51
C -26.625 -5.406 -17.561 0.65 1.22 -1.22
C -24.030 -6.666 -11.088 -0.79 -0.49 -0.12
C -22.789 -5.923 -11.540 -0.31 -0.64 -0.16
C -21.298 -3.827 -21.311 1.40 1.26 -0.66
C -24.586 -4.975 -12.566 -1.01 1.52 0.34
C -30.520 -4.274 -22.774 -0.79 0.90 -1.08
C -20.937 -0.582 -14.996 0.45 0.71 0.29
C -29.981 -4.720 -20.596 -0.32 0.38 0.55
C -26.130 -3.271 -16.484 -0.69 -1.99 0.25
C -31.270 -3.906 -20.650 -0.65 0.76 1.35
C -25.123 -5.086 -17.594 -0.08 0.04 -0.45
C -26.720 -9.183 -13.238 -0.35 -0.22 0.10
C -22.568 1.947 -20.574 0.29 -1.36 -0.42
C -26.215 -0.510 -12.453 -1.10 -1.02 0.31
C -22.718 -3.972 -20.862 -0.54 0.06 0.72
C -21.494 -0.308 -16.381 0.37 -0.18 0.83
C -28.192 -10.509 -14.444 0.82 0.86 -1.80
C -25.091 -6.322 -12.159 0.34 0.12 0.66
C -31.827 -4.093 -22.002 0.31 -1.13 -1.21
C -23.830 1.997 -21.370 -0.78 -0.26 -0.39
C -25.382 0.167 -14.536 0.49 1.28 -0.18
C -24.040 0.405 -19.507 1.04 0.66 -1.78
C -21.131 -2.103 -14.839 -0.77 0.04 0.66
C -25.963 -1.043 -13.835 0.82 -0.85 -0.31
C -29.519 -5.806 -14.901 1.23 0.97 0.36
C -24.493 0.690 -20.988 -2.03 -0.08 2.01
C -23.465 -2.857 -21.601 -0.47 1.30 0.90
C -26.405 -8.977 -14.698 -0.01 1.01 -0.37
C -27.026 -10.088 -15.469 -1.98 -1.23 0.55
C -23.852 -9.154 -20.527 -1.61 0.46 -1.26
C -25.169 -3.560 -17.582 0.39 1.16 0.24
H -26.080 -6.261 -11.705 -0.13 -0.12 -0.33
H -32.058 -4.179 -19.948 0.42 0.11 0.55
H -22.111 -6.697 -11.899 0.52 0.67 -0.52
H -20.476 -2.663 -14.172 0.73 0.32 -0.39
H -31.409 -6.815 -12.526 -0.11 0.65 0.22
H -30.587 -4.753 -23.751 -0.21 -0.40 0.11
H -23.510 -8.325 -21.147 -0.37 0.52 0.19
H -22.039 -3.203 -16.566 -0.23 0.18 0.06
H -25.801 -9.021 -17.943 0.09 -0.10 0.16
H -23.890 -7.738 -10.947 0.19 -0.05 -0.23
H -26.164 2.195 -14.063 0.22 0.15 0.19
H -24.413 2.899 -21.180 -0.30 -0.23 0.11
H -30.874 -7.358 -15.297 -0.32 -0.12 0.12
H -24.687 -5.514 -16.692 0.42 0.28 0.03
H -25.575 0.787 -20.898 -0.24 -0.11 -0.72
H -19.920 -0.200 -15.084 0.52 -0.81 0.23
H -31.146 -2.823 -20.655 0.68 0.05 1.02
H -25.651 -3.115 -18.453 0.19 -0.52 -0.60
H -24.969 -4.625 -13.525 0.13 0.00 -0.08
H -22.821 -1.601 -23.167 0.53 -0.17 -0.45
H -26.639 -2.310 -16.416 -0.04 -0.05 -0.49
H -29.070 -9.865 -14.496 -0.12 0.39 -0.73
H -23.710 -9.974 -21.231 0.43 -1.04 0.61
H -28.125 -4.989 -13.511 0.22 -0.02 0.28
H -26.980 -8.089 -14.962 0.75 0.47 -0.46
H -22.068 -2.308 -14.320 -0.49 0.27 -0.28
H -22.422 -5.499 -10.605 0.68 0.79 -0.55
H -26.889 -1.451 -14.242 -0.11 0.49 -0.21
H -24.523 -5.347 -18.466 -0.34 -0.77 -0.05
H -27.015 -6.398 -17.331 0.49 -0.04 1.40
H -26.049 -9.467 -20.739 -0.02 0.35 -0.17
H -23.577 1.963 -22.430 -0.19 0.29 -0.08
H -30.088 -3.301 -23.008 0.36 0.43 0.29
H -25.744 0.320 -15.553 -0.41 0.15 0.12
H -27.039 -5.363 -18.568 -0.04 0.80 -0.42
H -21.328 0.084 -14.227 -0.58 -0.42 0.24
H -29.545 -5.023 -15.659 -0.03 -0.19 -0.04
H -29.720 -4.423 -13.124 -0.47 0.39 -0.68
H -25.089 -6.937 -13.059 0.04 -0.50 0.36
H -24.198 -3.257 -22.301 0.35 0.13 -0.29
H -24.251 -0.138 -21.654 0.06 0.13 0.21
H -20.263 -3.150 -16.537 -0.17 -0.50 0.10
H -23.499 -9.591 -17.502 -0.47 -0.18 0.48
H -32.321 -5.064 -22.029 -0.65 0.20 -0.37
H -23.636 -11.046 -18.384 0.40 -0.13 -1.10
H -25.780 -9.298 -12.700 -0.22 -1.03 0.46
H -28.570 -11.502 -14.687 0.40 -0.39 0.80
H -21.020 0.587 -16.783 -0.40 -0.06 -0.35
H -31.612 -5.864 -14.687 -0.15 -0.10 0.15
H -24.255 -6.286 -10.091 -0.78 0.07 -0.14
H -25.267 -1.879 -13.894 0.13 -0.05 0.34
H -25.326 -8.919 -14.839 -0.14 0.53 -0.31
H -22.581 -0.231 -16.357 -0.25 0.02 -0.36
H -24.300 0.139 -14.664 0.13 -0.38 0.21
H -24.499 0.943 -18.677 -0.85 0.14 -0.37
H -26.026 -10.657 -18.515 0.13 -0.01 -0.63
H -21.886 1.582 -21.341 1.01 0.09 0.68
H -23.125 -4.953 -21.109 -0.06 0.05 0.10
H -25.351 -0.548 -11.789 0.43 0.49 -0.09
H -27.149 -8.278 -12.808 -0.47 -0.08 0.02
H -22.029 -1.065 -21.737 0.09 -0.45 0.86
H -30.498 -8.094 -13.062 1.06 -0.14 -0.03
H -24.057 -0.659 -19.270 0.23 -0.03 -0.02
H -29.145 -4.158 -20.180 0.06 0.16 0.08
H -24.008 -2.149 -20.974 -0.48 -0.64 0.62
H -24.876 1.625 -12.913 0.29 0.19 -0.24
H -30.045 -5.663 -20.053 -0.22 0.05 0.21
H -26.343 -10.906 -15.699 -0.05 -0.23 0.40
H -26.960 -1.138 -11.965 -0.34 0.39 0.17
H -27.468 -9.814 -16.427 0.04 0.32 0.04
H -20.711 -4.716 -21.543 -0.50 -0.29 -0.26
H -24.833 -4.248 -11.793 -0.80 0.32 0.07
H -28.775 -6.564 -15.146 0.44 0.31 -0.23
H -20.638 -3.263 -20.653 -0.31 -0.10 0.93
H -25.394 -7.963 -19.977 -0.96 -0.10 0.41
H -22.791 -3.800 -19.788 -0.05 -0.31 0.09
H -22.302 2.955 -20.255 0.34 -0.37 0.80
H -25.687 -3.479 -15.510 0.09 0.03 0.24
H -32.438 -3.217 -22.221 -0.22 -0.44 -0.62
H -24.217 -3.039 -17.478 0.25 -0.23 0.14
```
Forces are in eV/Å.

As for the charge: -1. Its HOMO energy (alpha / beta) is 0.690 / -7.192 eV. Its HOMO-LUMO gap (alpha / beta) is 1.6515 / 9.4543 eV. The spin multiplicity is 2. For the LUMO energy (alpha / beta), the calculation gives 2.34 / 2.26 eV. For the max |F|, the calculation gives 0.0638 Eh/bohr. The energy above the lowest of the compared OMol25 structures with the same formula, charge and spin is 55.93 kcal per mole.

=====

ORCA calculation (wB97M-V/def2-TZVPD) on 10 unconnected molecules or ions with the total composition C40H80O20S10.

The geometry in XYZ format:
```
150
Properties=species:S:1:pos:R:3:forces:R:3
S 19.751 -13.503 13.297 -3.20 -0.18 1.91
S 20.019 -2.586 20.365 2.04 1.18 -1.01
S 23.913 -10.729 11.056 -0.62 -1.43 -1.09
S 21.636 -2.603 12.881 0.33 0.89 -1.68
S 23.357 -2.677 17.947 1.70 0.85 1.26
S 23.855 -9.639 21.875 1.36 0.22 -0.94
S 17.209 -10.897 19.729 -0.75 2.52 -0.30
S 19.634 -7.404 24.503 -1.37 0.67 -4.96
S 20.895 -7.716 15.869 -1.22 0.57 -0.26
S 16.488 -11.090 12.506 0.60 -0.62 0.28
O 18.347 -10.466 18.926 -0.78 -1.28 0.06
O 23.802 -11.568 9.835 0.70 1.76 1.67
O 22.985 -2.040 12.893 -0.82 -0.72 0.54
O 18.336 -8.017 24.668 0.50 0.11 1.16
O 17.390 -10.545 13.534 -0.71 0.24 -1.28
O 22.472 -3.828 17.825 -0.41 1.18 -0.32
O 22.470 -10.056 22.042 1.10 -0.38 -0.30
O 20.803 -7.660 25.279 0.45 -0.17 1.12
O 17.004 -11.763 11.327 0.11 0.96 0.53
O 18.400 -13.974 13.828 2.84 1.01 -1.66
O 18.771 -2.875 21.030 0.08 -0.63 -0.02
O 17.280 -10.657 21.136 0.25 -0.53 0.88
O 21.237 -3.434 20.569 -2.55 1.39 -0.51
O 19.990 -13.299 11.877 -0.12 -0.13 1.04
O 21.440 -9.073 16.025 -0.52 1.55 -0.39
O 24.812 -11.174 12.118 -0.31 0.79 -0.89
O 21.336 -6.832 14.764 -0.11 -1.26 1.23
O 25.005 -10.546 21.600 -2.37 1.23 0.75
O 20.702 -2.324 13.964 0.91 -0.65 -0.73
O 23.008 -1.228 17.794 -0.15 -3.01 0.18
C 19.574 -0.021 19.695 -0.34 -0.29 1.43
C 20.431 -0.823 20.727 -0.53 -1.30 -1.05
C 20.097 -7.721 22.672 -0.44 0.06 0.37
C 23.007 -8.151 11.558 0.46 -1.21 0.52
C 22.321 -10.592 11.739 -1.98 0.82 -0.01
C 15.566 -12.272 18.308 -3.09 0.72 -3.00
C 20.985 -14.635 14.052 0.10 2.54 -0.79
C 24.263 -8.562 23.280 -0.94 1.60 -0.47
C 13.929 -10.204 12.856 1.05 0.10 1.09
C 15.712 -9.912 19.144 0.15 -1.62 -0.26
C 21.542 -12.302 14.882 -0.38 -0.23 -1.01
C 20.433 -5.289 23.027 -1.21 1.30 2.11
C 24.804 -3.092 16.896 -1.52 1.53 -1.54
C 19.527 -6.203 17.737 3.80 -0.52 -1.04
C 14.709 -11.002 18.671 0.63 -0.90 0.08
C 22.179 -9.150 12.386 1.24 -1.54 1.31
C 20.163 -11.976 14.334 -0.54 -0.49 -0.06
C 19.773 -0.654 18.319 1.61 0.45 1.12
C 15.187 -9.874 12.013 0.03 -1.68 -0.37
C 18.659 -7.302 17.209 -3.02 0.83 1.97
C 25.651 -3.576 19.175 -0.28 1.27 -0.18
C 24.948 -7.254 21.175 -0.73 -1.04 0.49
C 23.962 -8.335 20.526 0.94 0.02 2.47
C 19.485 -5.587 24.215 0.37 -0.69 -0.31
C 16.477 -12.519 19.379 2.40 -0.98 0.57
C 24.080 -8.915 10.770 0.06 -1.20 -1.92
C 19.656 -2.185 18.544 -0.30 0.32 -0.52
C 24.323 -2.834 19.563 0.62 1.08 -1.41
C 14.262 -11.421 13.803 -1.49 -0.18 0.45
C 24.571 -7.118 22.704 0.44 -0.92 -0.55
C 18.976 -7.667 15.845 2.32 -0.68 -2.04
C 20.229 -6.348 21.990 1.84 -0.97 -0.12
C 15.436 -12.236 13.363 1.11 0.52 -0.67
C 20.934 -3.251 10.313 2.20 -0.74 -2.22
C 21.660 -4.332 12.311 -1.03 -1.70 1.38
C 20.923 -2.084 11.236 -2.14 0.00 2.62
C 21.004 -6.791 17.489 -0.30 -0.79 -0.53
C 26.016 -3.069 17.713 0.56 -1.60 2.47
C 21.448 -13.767 15.247 0.27 -2.02 1.66
C 21.936 -4.314 10.843 0.88 1.68 0.62
H 26.874 -3.618 17.324 -0.26 -0.27 -0.19
H 22.261 -12.277 14.063 0.37 0.53 0.20
H 15.251 -12.987 12.595 -0.35 -0.14 0.31
H 24.539 -1.770 19.663 0.33 0.11 0.18
H 19.343 -5.871 18.758 0.10 -0.19 -0.13
H 21.426 -5.173 23.460 0.35 -0.28 -0.69
H 22.387 -14.182 15.611 0.40 0.22 -0.30
H 14.307 -11.087 14.840 0.41 0.01 -0.05
H 19.924 -11.038 13.834 0.66 -0.24 -0.66
H 20.308 -2.704 17.842 0.12 -0.27 0.48
H 20.076 -4.324 22.667 0.52 0.02 -0.11
H 18.530 -8.102 17.937 0.65 -0.40 -0.18
H 22.942 -3.900 10.909 0.32 0.48 -0.96
H 14.099 -10.662 17.834 0.06 -0.04 0.06
H 23.868 -8.754 9.713 0.05 -0.40 -0.19
H 17.653 -6.881 17.192 -0.45 0.03 -0.07
H 22.188 -7.761 10.953 1.06 0.93 -0.64
H 19.044 -0.221 17.633 0.08 -0.46 -0.16
H 21.178 -8.740 12.516 -0.11 -0.61 -0.16
H 20.941 -8.410 22.669 0.28 0.42 0.06
H 22.157 -11.558 12.216 0.10 0.51 1.05
H 19.668 -5.360 17.060 -1.18 0.44 0.05
H 19.316 -8.233 22.110 -0.33 -0.35 0.80
H 24.929 -2.295 16.163 -0.65 -0.06 -0.32
H 24.262 -8.889 19.636 0.10 0.37 0.04
H 19.958 -3.698 10.120 0.00 0.14 0.26
H 14.056 -11.459 19.415 -0.23 0.98 0.50
H 21.811 -6.091 17.277 -0.24 0.25 0.44
H 19.805 1.019 19.926 0.23 0.20 -0.98
H 22.982 -7.864 20.458 -0.06 -0.22 -0.22
H 21.561 -10.717 10.968 0.28 0.39 -0.64
H 13.040 -10.504 12.301 0.39 0.40 -0.53
H 18.749 -6.871 15.136 0.21 0.21 0.09
H 26.421 -2.082 17.938 -0.45 0.36 -0.64
H 25.588 -4.642 19.393 0.17 0.05 -0.47
H 16.127 -12.613 14.117 -0.38 -0.28 0.14
H 18.544 -5.280 23.758 -0.63 -0.57 1.00
H 13.676 -9.327 13.453 -0.19 -0.17 0.10
H 19.725 -5.140 25.180 -0.13 0.36 -0.26
H 15.937 -12.979 20.207 0.32 0.68 0.54
H 20.653 -4.692 12.522 -0.30 0.09 0.12
H 15.727 -8.927 12.025 -0.73 0.22 0.17
H 17.218 -13.247 19.053 0.46 0.24 0.29
H 21.310 -2.830 9.380 -0.18 -0.49 -0.48
H 16.007 -9.316 18.280 0.18 0.02 0.16
H 18.491 -0.085 19.800 -0.09 -0.22 1.10
H 22.292 -5.069 12.806 0.33 0.67 0.60
H 14.930 -13.151 18.196 -0.47 0.04 0.27
H 19.857 -2.028 11.457 -0.06 0.76 0.50
H 21.237 -1.070 10.990 0.55 -0.48 -0.34
H 26.514 -3.109 19.650 -0.33 -0.55 1.16
H 15.435 -9.282 19.990 -0.10 -0.18 -0.12
H 25.068 -8.947 23.906 -0.03 -0.15 -0.42
H 22.129 -5.280 10.376 -0.98 0.00 -0.07
H 13.419 -12.111 13.770 -0.27 0.20 0.16
H 21.808 -14.565 13.341 -0.02 -0.69 -0.23
H 25.167 -8.853 10.812 -0.07 1.08 0.88
H 20.829 -13.967 16.122 -0.59 0.38 -0.08
H 21.159 -6.256 21.428 -0.02 -0.49 -0.56
H 24.423 -3.985 16.400 0.74 -0.29 0.14
H 20.523 -15.618 14.144 0.24 0.26 0.34
H 21.810 -11.629 15.696 0.16 -0.20 -0.10
H 19.466 -11.929 15.170 -0.23 -0.64 -0.04
H 20.340 -0.674 21.803 -0.34 0.20 -0.18
H 15.916 -12.210 17.278 1.00 0.41 0.19
H 26.002 -7.525 21.240 -0.05 -0.26 -0.99
H 19.424 -6.222 21.266 -0.18 0.50 0.44
H 21.331 -7.587 18.159 -0.11 0.18 0.30
H 23.366 -8.399 23.877 -0.09 -0.76 0.09
H 24.770 -6.357 20.582 0.40 0.23 0.39
H 25.385 -6.826 23.367 0.33 0.61 -0.65
H 23.804 -6.351 22.808 -0.49 -0.56 0.31
H 20.788 -0.414 18.006 -0.10 -0.12 -0.45
H 18.624 -2.421 18.284 -0.03 -0.61 0.61
H 21.479 -0.763 20.432 0.10 0.24 0.03
H 22.641 -9.133 13.373 -0.28 -0.44 0.22
H 23.536 -7.486 12.241 -0.68 0.56 -0.22
H 23.721 -3.061 20.442 -0.05 -0.78 -0.44
H 14.932 -10.212 11.008 0.56 0.46 -0.26
H 18.572 -8.572 15.393 0.14 -0.28 0.49
```
Forces are in eV/Å.

As for the charge: 0. Its HOMO energy is -9.529 eV. Its HOMO-LUMO gap is 9.5021 eV. For the LUMO energy, the calculation gives -0.03 eV. For the max |F|, the calculation gives 0.1008 Eh/bohr. The energy above the lowest of the compared OMol25 structures with the same formula, charge and spin is 155.66 kcal per mole.